[1]
Below is a single CH2O2 molecule, with properties calculated with the ωB97M-V functional and the def2-TZVPD basis.

Each line ends with the Löwdin charge.
Element x y z (Å)
C -0.3429 0.1323 0.0904  -0.489
H 1.2899 -0.3202 -0.2010  0.117
H -1.3443 -0.2591 0.1672  0.135
O 0.4732 -0.8168 -0.2050  0.129
O -0.0759 1.2638 0.1485  0.108

Cartesian forces, eV/Å:
C -3.177 -1.396 -0.379
H 1.416 -0.217 -0.365
H -0.791 -0.213 0.317
O 1.508 -1.689 -0.109
O 1.044 3.515 0.535

Results
maximum force: 3.7 eV Å⁻¹
orbital gap: 12.0 eV
energy above the lowest of the compared OMol25 structures with the same formula, charge and spin: 19.9 kJ/mol

***

[2]
Below is a single CH2O2S molecule, with properties calculated with the ωB97M-V functional and the def2-TZVPD basis.

Each line ends with the Löwdin charge.
Element x y z (Å)
C 0.0491 -0.2225 -0.1693  -0.278
O 1.5187 -0.6195 1.6558  -0.551
O -1.4712 0.3650 -0.8156  -0.166
S 0.1720 -0.2139 1.4316  0.944
H 0.6738 -0.4059 -0.9593  0.039
H -0.9425 1.0967 -1.1431  0.012

Cartesian forces, eV/Å:
C -6.792 2.158 0.317
O 2.997 -0.950 1.863
O 4.544 -1.842 2.108
S -1.819 0.500 -2.255
H 1.724 -0.648 -1.471
H -0.654 0.782 -0.562

Results
maximum force: 7.1 eV Å⁻¹
orbital gap: 9.5 eV
energy above the lowest of the compared OMol25 structures with the same formula, charge and spin: 392.3 kJ/mol

***

[3]
Below is a single CH2O2S2 molecule, with properties calculated with the ωB97M-V functional and the def2-TZVPD basis.

Each line ends with the Löwdin charge.
Element x y z (Å)
C -0.0202 0.5371 -0.0800  -1.263
O -1.4887 -1.1771 0.5585  -0.011
O -0.1146 -0.7850 0.2043  -0.190
S -1.2654 1.6262 -0.2328  0.638
S 1.6254 0.8172 -0.4641  0.796
H -1.6088 -2.1200 0.4964  0.098
H 1.7182 1.9924 -1.1944  -0.069

Cartesian forces, eV/Å:
C -2.906 1.057 -0.909
O 0.129 2.841 0.258
O -0.729 -1.076 0.304
S 1.116 -1.035 0.364
S 2.128 0.028 -0.282
H 1.329 -1.009 -0.514
H -1.068 -0.806 0.778

Results
maximum force: 3.2 eV Å⁻¹
orbital gap: 8.8 eV
energy above the lowest of the compared OMol25 structures with the same formula, charge and spin: 293.7 kJ/mol

***

[4]
Below is a single CH2O2S2 molecule, with properties calculated with the ωB97M-V functional and the def2-TZVPD basis.

Each line ends with the Löwdin charge.
Element x y z (Å)
C -0.0329 -0.1017 0.4937  -0.733
O -1.4346 -1.9327 -0.7546  -0.624
O 0.8551 0.3141 1.3843  -0.101
S -0.1613 1.4165 -0.9815  0.652
S -0.8208 -1.6245 0.5640  0.887
H 1.0896 1.2671 1.1191  0.109
H 0.5050 0.6612 -1.8249  -0.189

Cartesian forces, eV/Å:
C -0.614 0.754 -1.751
O -0.117 0.023 0.580
O 0.126 1.625 -0.285
S -0.504 -2.345 2.476
S 1.057 2.170 -1.094
H -0.355 -1.864 0.669
H 0.408 -0.363 -0.594

Results
maximum force: 3.4 eV Å⁻¹
orbital gap (alpha / beta): 8.2 / 8.2 eV
energy above the lowest of the compared OMol25 structures with the same formula, charge and spin: 201.2 kJ/mol

***

[5]
Below is a 2-piece molecular cluster, CH2O2S2 overall, with properties calculated with the ωB97M-V functional and the def2-TZVPD basis.

Each line ends with the Löwdin charge.
Element x y z (Å)
C -1.6256 0.1541 0.1617  -0.691
O 2.1242 -0.6456 -0.5398  -0.730
O -1.3120 -0.9581 0.4168  -0.047
S 3.2123 -0.8190 0.4097  0.768
S -0.4225 1.3164 -0.3941  0.779
H 0.7190 0.5850 -0.3784  -0.167
H -2.6953 0.3672 0.3242  0.088

Cartesian forces, eV/Å:
C 0.211 -0.226 0.136
O -0.909 0.034 -1.083
O 0.561 -2.022 0.450
S 1.234 -0.243 1.083
S -0.482 1.458 -0.284
H -0.815 -0.283 0.154
H 0.201 1.283 -0.457

Results
maximum force: 2.1 eV Å⁻¹
orbital gap (alpha / beta): 7.8 / 7.8 eV
energy above the lowest of the compared OMol25 structures with the same formula, charge and spin: 181.0 kJ/mol

***

[6]
Below is CH2O2S2 as an isolated structure, with properties calculated with the ωB97M-V functional and the def2-TZVPD basis.

Each line ends with the Löwdin charge.
Element x y z (Å)
C -0.0502 0.3978 -0.3850  -0.727
O -1.0314 -2.2833 -0.7371  -0.365
O -0.6241 -1.3503 1.4442  -0.387
S 0.1028 1.6330 0.7742  0.718
S -0.2126 -1.3870 0.0679  0.687
H 0.7129 0.4690 -1.5572  0.161
H 1.1026 2.5209 0.3930  -0.087

Cartesian forces, eV/Å:
C 3.301 -0.130 -4.871
O 0.501 1.225 -0.895
O 0.235 0.598 1.327
S -0.156 0.305 0.872
S -0.441 -0.736 0.172
H -2.776 -0.168 3.914
H -0.665 -1.095 -0.519

Results
maximum force: 5.9 eV Å⁻¹
orbital gap (alpha / beta): 8.4 / 8.4 eV
⟨S²⟩: 2.014
spin multiplicity: 3
energy above the lowest of the compared OMol25 structures with the same formula, charge and spin: 79.9 kJ/mol

***

[7]
Below is a 2-piece molecular cluster, CH2O2S3 overall, with properties calculated with the ωB97M-V functional and the def2-TZVPD basis.

Each line ends with the Löwdin charge.
Element x y z (Å)
C -0.4641 0.7413 0.0152  -1.120
O 2.7077 -1.1254 0.2995  -0.509
O 4.4823 0.0947 -0.8194  -0.408
S 0.7693 1.7968 0.1264  0.576
S -0.3929 -0.9731 -0.0045  0.764
S 3.6914 -0.0658 0.3593  0.866
H -1.4855 1.0947 -0.0660  -0.004
H 0.9436 -1.1158 0.0824  -0.164

Cartesian forces, eV/Å:
C 0.584 -0.013 0.021
O 0.919 0.391 0.421
O 0.149 0.281 0.172
S -0.195 -0.025 -0.022
S -0.418 -0.066 -0.060
S -0.628 -0.728 -0.539
H -0.140 0.055 0.010
H -0.272 0.105 -0.003

Results
maximum force: 1.1 eV Å⁻¹
orbital gap: 7.7 eV
energy above the lowest of the compared OMol25 structures with the same formula, charge and spin: 19.3 kJ/mol

***

[8]
Below is a single CH2O3 molecule, with properties calculated with the ωB97M-V functional and the def2-TZVPD basis.

Each line ends with the Löwdin charge.
Element x y z (Å)
C 0.2331 0.4406 0.7845  -0.042
O 0.2485 1.9302 1.0547  -0.153
O -0.1891 -1.0739 -0.9737  0.012
O -0.0164 0.2285 -0.5063  -0.037
H 0.4809 -0.3376 1.3899  0.096
H -0.7569 -1.1877 -1.7492  0.123

Cartesian forces, eV/Å:
C -0.740 11.430 -2.262
O 0.011 -10.196 -1.229
O 1.378 -2.859 1.781
O -0.808 1.964 -0.335
H 0.496 -2.126 2.011
H -0.337 1.786 0.033

Results
maximum force: 11.7 eV Å⁻¹
orbital gap: 10.2 eV
energy above the lowest of the compared OMol25 structures with the same formula, charge and spin: 639.1 kJ/mol

***

[9]
Below is a single CH2O3S molecule, with properties calculated with the ωB97M-V functional and the def2-TZVPD basis.

Each line ends with the Löwdin charge.
Element x y z (Å)
C -0.8166 0.0139 -0.0617  -0.371
O 2.2957 -0.0247 0.7332  -0.374
O 0.1040 -1.0929 -0.1711  -0.298
O 0.0800 1.0666 -0.1698  -0.295
S 1.3981 0.0181 -0.3883  1.021
H -1.6731 0.0181 -0.9328  0.163
H -1.3880 0.0009 0.9905  0.154

Cartesian forces, eV/Å:
C -3.751 -1.090 0.578
O -0.741 0.146 -0.243
O 0.402 1.552 -0.127
O 1.128 -0.014 0.002
S -0.638 -0.527 0.036
H 2.311 -0.072 1.947
H 1.289 0.006 -2.194

Results
maximum force: 3.9 eV Å⁻¹
orbital gap: 10.9 eV
energy above the lowest of the compared OMol25 structures with the same formula, charge and spin: 79.9 kJ/mol

***

[10]
Below is a 3-piece molecular cluster, CH2O3S overall, with properties calculated with the ωB97M-V functional and the def2-TZVPD basis.

Each line ends with the Löwdin charge.
Element x y z (Å)
C 0.2710 -1.1427 -0.1001  0.035
O -2.0202 1.8952 0.1036  -0.415
O -2.0493 -0.4677 -0.0142  -0.487
O 0.1599 -1.7837 0.8975  -0.028
S -2.3185 0.6783 0.7882  0.884
H 2.6438 0.2830 -0.9014  -0.010
H 3.3133 0.5375 -0.7736  0.021

Cartesian forces, eV/Å:
C -0.034 -3.726 5.394
O -0.189 0.778 0.619
O -0.787 -0.910 0.297
O 0.768 3.402 -5.387
S 0.224 0.442 -0.916
H -0.489 -0.177 -0.106
H 0.507 0.191 0.099

Results
maximum force: 6.6 eV Å⁻¹
orbital gap: 10.8 eV
energy above the lowest of the compared OMol25 structures with the same formula, charge and spin: 86.6 kJ/mol

***

Number 1: total energy -189.7811 hartree. Number 2: total energy -587.8373 hartree. Number 3: total energy -986.0214 hartree. Number 4: total energy -986.0566 hartree. Number 5: total energy -986.0644 hartree. Number 6: total energy -985.9704 hartree. Number 7: total energy -1384.3105 hartree. Number 8: total energy -264.8127 hartree. Number 9: total energy -663.1424 hartree. Number 10: total energy -663.1399 hartree.